1.
Density functional theory data (wB97M-V/def2-TZVPD) for a 4-piece molecular cluster, C21H26BBrF9NO9 overall.

```
68
Properties=species:S:1:pos:R:3:forces:R:3:lowdin_charge:R:1
C 3.31429 -2.74925 0.27253 0.048 -0.154 -0.175 -0.067
C 2.10927 -3.14394 1.13646 0.294 -0.250 0.121 -0.222
N 1.32111 -2.02597 1.66963 -0.203 0.088 -0.044 0.030
C 0.80628 -1.10065 0.75949 -0.178 0.019 -0.082 -0.161
C -0.23580 -1.34150 -0.06336 0.489 -0.292 0.128 0.033
B -1.09476 -2.66976 -0.03970 -0.441 -0.113 0.209 -0.455
C -2.52585 -2.64783 0.61093 0.195 0.358 -0.447 0.007
O -0.56908 -3.81071 -0.57483 -0.010 0.239 -0.396 0.154
C -0.68286 -0.30457 -1.01617 -0.119 -0.255 0.057 -0.336
O -1.67763 -0.47698 -1.70205 0.271 0.136 0.048 0.110
C 0.10225 0.94798 -1.13657 0.347 0.273 -0.033 -0.014
C 1.11821 1.20154 -0.31190 -0.346 -0.146 -0.202 -0.598
Br 2.15440 2.75420 -0.43884 0.015 0.071 0.023 0.830
C 1.48167 0.24184 0.76866 -0.036 0.064 0.146 -0.355
O 2.29661 0.52063 1.61628 0.043 -0.054 0.028 0.075
H 4.22452 -2.61149 0.85852 -0.088 0.124 0.046 0.069
H 3.51538 -3.54093 -0.45499 0.040 0.057 0.082 0.074
H 3.13937 -1.83680 -0.30172 -0.075 -0.034 0.031 0.069
H 2.47268 -3.69917 2.00559 -0.132 -0.009 -0.058 0.116
H 1.46692 -3.82634 0.58446 -0.115 0.198 0.001 0.091
H 1.81269 -1.54970 2.41438 0.169 0.083 -0.143 0.118
H -2.43626 -2.73555 1.69712 -0.082 -0.074 -0.019 0.076
H -2.99137 -1.67952 0.40378 -0.069 -0.101 0.128 0.066
H -3.19017 -3.42648 0.22826 0.014 -0.063 0.187 0.069
H -1.24569 -4.48146 -0.72032 0.103 -0.076 0.260 0.109
H -0.16125 1.63390 -1.93321 -0.120 -0.063 0.063 0.116
C -2.47403 2.30678 -4.87847 0.120 0.121 0.156 -0.059
C -2.63024 3.13220 -6.13500 -0.184 -0.317 -0.066 -0.191
O -2.09489 4.46261 -5.96177 0.053 0.078 -0.008 0.033
C -0.78071 4.57765 -6.06642 -0.103 -0.059 -0.018 -0.405
O 0.00796 3.71016 -6.29662 0.039 0.015 0.007 0.171
C -0.37573 6.05630 -5.88327 0.038 -0.022 0.023 -0.551
F -0.98548 6.59837 -4.82445 0.026 0.020 -0.013 0.167
F -0.72297 6.75692 -6.97172 0.002 0.018 0.014 0.166
F 0.93726 6.16057 -5.71519 -0.028 0.022 -0.010 0.175
H -2.93540 2.81508 -4.03132 -0.060 -0.035 -0.014 0.085
H -2.95113 1.33540 -5.00168 -0.021 0.005 -0.026 0.086
H -1.42347 2.14135 -4.64298 0.008 -0.031 -0.068 0.072
H -3.67997 3.28585 -6.37375 0.014 0.111 0.021 0.125
H -2.15015 2.66068 -6.99163 0.103 0.056 0.027 0.126
C 5.30656 1.39833 2.83361 0.064 0.077 -0.213 -0.058
C 6.65354 0.77932 3.12899 -0.213 -0.050 0.309 -0.189
O 7.48821 0.74342 1.94960 0.064 0.008 -0.066 0.033
C 8.10164 1.87242 1.63603 -0.053 -0.071 0.079 -0.406
O 8.05898 2.91158 2.22400 0.019 0.029 -0.022 0.171
C 8.96054 1.65711 0.37114 -0.017 0.046 -0.014 -0.550
F 8.27441 1.01432 -0.57908 0.031 0.014 -0.011 0.167
F 10.03939 0.92238 0.67803 0.001 -0.004 -0.021 0.164
F 9.36986 2.82222 -0.11732 0.009 -0.035 -0.002 0.174
H 4.81339 0.87684 2.01446 -0.038 -0.042 0.055 0.065
H 4.66683 1.33810 3.71333 0.000 -0.025 0.012 0.087
H 5.40728 2.44626 2.55365 0.025 0.012 0.063 0.082
H 6.54828 -0.26303 3.42183 0.056 -0.029 -0.092 0.124
H 7.17973 1.30576 3.92456 0.051 0.075 -0.085 0.125
C -7.58377 -3.99406 4.20745 0.128 0.109 0.080 -0.059
C -7.78649 -3.18838 2.94386 -0.208 -0.270 -0.027 -0.191
O -7.14347 -1.89821 3.03277 0.070 0.072 -0.009 0.035
C -5.83936 -1.88284 2.81066 -0.097 -0.018 -0.022 -0.398
O -5.13737 -2.80933 2.53400 -0.001 -0.029 0.039 0.163
C -5.31251 -0.43524 2.91547 0.034 -0.017 0.026 -0.548
F -5.78254 0.17486 4.00737 0.026 0.017 -0.019 0.170
F -5.70150 0.26462 1.84152 0.008 0.015 0.011 0.168
F -3.98459 -0.42840 2.96515 -0.023 0.023 -0.005 0.171
H -7.93421 -3.43513 5.07530 -0.057 -0.021 -0.013 0.084
H -8.14312 -4.92686 4.14395 -0.018 0.000 -0.014 0.083
H -6.53185 -4.23299 4.35727 -0.003 -0.030 -0.048 0.078
H -8.83859 -2.96109 2.78959 0.024 0.099 0.010 0.125
H -7.41524 -3.71340 2.06463 0.098 0.041 0.018 0.125
```
Positions in Å, forces in eV/Å.

Properties
Total charge = 0
E_LUMO = -1.530 eV
M = 698.14 Da
Highest occupied orbital energy = -9.06 eV
SMILES string = CCNC1=C(B(C)O)C(=O)C=C(Br)C1=O.CCOC(=O)C(F)(F)F.CCOC(=O)C(F)(F)F.CCOC(=O)C(F)(F)F
Kohn-Sham gap = 7.53 eV
Electronic energy = -5045.48238 hartree



2.
Density functional theory data (wB97M-V/def2-TZVPD) for C21H26BN6PdSi as an isolated structure in a non-equilibrium geometry.

```
56
Properties=species:S:1:pos:R:3:forces:R:3:lowdin_charge:R:1
Pd 0.71290 0.70242 -0.16791 -1.004 1.237 -1.653 0.772
C -2.73240 0.53936 3.01467 0.037 -0.012 -0.095 -0.088
C -1.32874 0.53981 2.88134 -0.206 -0.042 0.028 -0.168
N -0.95526 1.26236 1.84075 -0.004 0.028 0.359 0.039
N -2.07646 1.73643 1.28351 0.160 0.212 -0.167 -0.056
C -3.16647 1.32108 1.96332 0.067 -0.009 -0.027 -0.110
B -1.97206 2.55414 -0.02172 0.010 0.074 0.129 -0.519
N -1.97075 1.64172 -1.26874 0.251 0.184 -0.031 -0.028
C -3.00182 1.30051 -2.04772 -0.066 -0.102 -0.076 -0.096
C -2.54413 0.42907 -3.02217 -0.041 0.103 0.070 -0.075
C -1.18119 0.30626 -2.74468 0.274 0.036 -0.153 -0.157
N -0.83456 1.05221 -1.70235 -0.746 -0.689 0.254 -0.030
N -0.64426 3.38195 -0.04419 0.102 -0.316 -0.148 -0.015
C -0.53697 4.69683 0.18336 -0.083 0.094 0.063 -0.098
C 0.79405 5.05874 0.13514 -0.057 -0.047 -0.028 -0.068
C 1.45262 3.85669 -0.14391 0.163 -0.037 -0.233 -0.156
N 0.59545 2.85600 -0.26590 -0.276 0.308 0.723 -0.034
H -3.33814 0.02896 3.74473 0.018 0.030 0.014 0.075
H -0.58203 0.04055 3.47991 -0.036 0.001 0.002 0.096
H -4.15736 1.60709 1.64672 0.017 -0.013 0.023 0.105
H -2.93788 3.28479 -0.07606 0.152 0.055 -0.096 0.110
H -3.98398 1.70090 -1.85439 0.013 -0.005 -0.023 0.112
H -3.10831 -0.04021 -3.80958 0.007 0.021 0.002 0.081
H -0.42590 -0.27159 -3.25340 -0.040 -0.064 0.060 0.104
H -1.42556 5.27984 0.36248 0.031 0.015 0.008 0.113
H 1.21998 6.03720 0.27421 -0.004 -0.016 -0.020 0.081
H 2.50522 3.66752 -0.28986 -0.017 0.016 0.058 0.097
C 0.22964 -1.18575 -0.15325 0.242 -0.114 0.705 -0.168
C -0.45897 -2.17520 0.01063 -0.080 -0.359 -0.156 -0.129
C -1.30073 -3.32238 0.19775 0.186 0.142 0.005 -0.264
C -2.60168 -3.35611 -0.31723 -0.056 0.015 -0.042 -0.046
C -3.42240 -4.45491 -0.11180 0.063 0.037 0.000 -0.107
C -2.96717 -5.54842 0.61540 -0.003 0.024 -0.016 -0.125
C -1.67685 -5.53024 1.13037 0.006 0.055 -0.015 -0.110
C -0.85372 -4.43337 0.92236 -0.014 -0.077 0.014 -0.052
H -2.95262 -2.49817 -0.87795 -0.016 -0.017 0.014 0.105
H -4.42592 -4.45532 -0.52088 -0.002 -0.003 0.007 0.092
H -3.61222 -6.40311 0.77858 0.009 -0.003 0.004 0.087
H -1.31050 -6.37411 1.70333 0.006 -0.002 -0.014 0.091
H 0.15315 -4.41675 1.31909 -0.008 -0.007 0.023 0.107
C 3.85061 1.23726 -1.64638 0.035 0.180 -0.187 -0.209
Si 3.55234 0.07076 -0.20887 0.540 -0.341 0.302 0.342
C 5.26875 -0.26462 0.54940 0.116 0.279 0.178 -0.217
C 3.18267 -1.63897 -0.87280 -0.059 -0.173 -0.156 -0.224
C 2.34947 0.76527 0.99500 0.050 -0.701 -0.039 -0.372
H 4.51647 0.76133 -2.37393 -0.002 0.054 0.016 0.022
H 4.32377 2.16938 -1.31923 0.013 -0.044 -0.009 0.017
H 2.91888 1.49541 -2.15422 -0.010 -0.023 -0.006 0.010
H 5.93437 -0.75533 -0.16801 -0.020 0.036 0.011 0.011
H 5.15620 -0.93327 1.41026 0.021 0.018 -0.049 0.018
H 5.76655 0.64512 0.90536 -0.029 -0.058 -0.003 0.012
H 4.11303 -2.05122 -1.28018 -0.061 -0.040 -0.026 0.018
H 2.41278 -1.64092 -1.64335 0.017 -0.009 -0.016 0.008
H 2.82661 -2.30172 -0.07958 0.029 0.045 -0.012 0.024
H 2.44750 1.83394 1.18223 0.156 -0.064 0.345 -0.023
H 2.20399 0.19079 1.91035 0.151 0.089 0.079 -0.004
```
Positions in Å, forces in eV/Å.

Properties
Total charge = -1
Relative energy (zero: lowest compared OMol25 entry of this formula, charge and spin) = 5.7 kcal/mol
E_LUMO = 2.935 eV
M = 507.80 Da
Highest occupied orbital energy = -4.35 eV
Kohn-Sham gap = 7.29 eV
Electronic energy = -1586.68203 hartree



3.
Density functional theory data (wB97M-V/def2-TZVPD) for C21H26BrNO5S as an isolated structure in a non-equilibrium geometry.

```
55
Properties=species:S:1:pos:R:3:forces:R:3:lowdin_charge:R:1
C 2.49911 0.42480 4.16090 -0.027 2.626 -0.291 -0.080
C 2.70227 -0.41398 2.94433 1.534 -3.921 -1.261 -0.179
O 1.43231 -0.98459 2.39604 9.096 -4.614 2.881 -0.019
C 0.54280 -0.20465 2.06993 4.770 5.439 -3.904 -0.495
C -0.56246 -0.56678 2.39957 -14.618 -8.532 4.866 -0.053
C -1.82573 -0.06446 2.01431 -0.010 -0.844 0.724 -0.099
C -1.71405 1.04229 1.38600 1.807 8.436 -7.857 -0.073
C -0.36106 1.61554 0.80904 -1.991 -10.882 7.053 0.105
C 0.76818 0.87303 1.20980 -3.902 3.508 -0.808 -0.177
O 1.97829 1.29459 0.95637 0.962 -2.977 0.354 -0.029
C 2.10115 2.33293 0.09775 14.247 2.236 11.453 -0.196
C 2.21014 3.58757 1.01391 -0.400 1.883 3.859 -0.074
H 3.04751 3.68968 2.01252 -2.163 -1.066 -3.348 0.164
H 2.28754 4.54427 0.53907 0.751 0.322 -1.079 0.048
H 1.26079 3.82462 1.52841 0.050 -0.678 0.192 0.058
H 1.47992 2.47052 -0.50147 -9.292 1.552 -10.319 -0.018
H 3.25281 2.40350 -0.00779 -1.873 -1.075 -2.046 0.169
H -0.33021 2.45942 0.43249 0.177 7.793 -3.937 0.002
C -3.00254 1.94994 0.53752 1.761 -5.779 10.955 -0.169
H -3.24066 2.64968 1.33851 -0.101 0.828 -1.080 0.130
H -3.70276 1.18871 0.65151 -2.032 -1.553 0.625 0.081
C -2.86154 2.17152 -0.75123 3.044 10.902 -6.260 -0.244
N -2.28968 1.27006 -1.67148 5.986 16.306 -0.990 0.172
C -1.09397 1.33668 -2.10669 7.619 7.676 -5.070 -0.272
O -0.27037 2.53111 -2.45066 -4.832 -5.057 3.364 -0.152
C -0.47253 0.29463 -2.90491 5.928 -0.875 4.536 -0.239
C -1.32204 -0.55915 -3.49936 -6.230 -6.997 -7.331 -0.269
H -1.04719 -1.17061 -4.60391 0.033 1.634 3.507 0.201
H -2.28014 -0.15414 -3.91565 0.528 0.394 0.416 0.118
S -2.18117 -1.94226 -2.52782 10.001 -6.612 -13.527 0.602
O -2.96103 -1.37127 -1.66309 -8.687 5.743 10.620 -0.207
O -2.69458 -2.85323 -3.54563 -0.168 0.842 0.920 -0.318
C -0.77689 -2.77179 -1.88081 0.931 -0.830 4.229 -0.248
C 0.06632 -3.68439 -2.52806 -5.038 0.896 -4.676 -0.036
C 1.13202 -4.33696 -2.00942 -2.280 -7.326 -15.281 -0.200
C 1.31437 -4.02312 -0.90485 7.433 4.335 17.719 -0.633
C 0.87378 -2.96396 -0.14341 -6.497 -0.060 2.546 -0.079
C -0.52278 -2.54826 -0.41865 6.957 -3.665 -7.067 0.079
H -0.94045 -1.76104 -0.04004 -2.798 4.030 3.191 0.019
H 1.02255 -2.96430 0.93895 1.089 0.514 -0.467 0.084
Br 2.91094 -4.76657 0.13093 -0.634 -0.206 -0.769 0.626
H 1.50473 -5.29798 -2.51568 -0.228 1.933 0.664 0.178
H -0.32872 -4.04905 -3.54555 0.776 0.895 1.387 0.156
H 0.43986 0.57623 -3.43728 -0.846 0.844 -0.346 0.148
H 0.13425 -0.45995 -2.20427 -0.902 1.524 -0.315 0.175
H -2.64557 0.57328 -1.51365 -8.081 -17.847 2.726 -0.050
H -3.74540 2.74520 -1.07370 -0.017 -0.847 -0.820 0.139
H -2.10320 3.37655 -0.70276 -1.560 -3.617 -0.978 0.235
H -2.85188 -0.37622 2.00160 -0.082 -1.320 1.116 0.120
H -0.85991 -1.75744 2.93709 1.999 3.678 -1.256 0.227
H 3.29123 -0.03339 2.05322 -0.863 0.308 1.561 0.131
H 3.33915 -1.40187 3.19344 -1.656 2.048 -0.223 0.160
H 3.48712 0.90582 4.36784 -0.552 -0.845 0.504 0.094
H 1.97867 -0.02287 5.03580 0.765 -0.034 -0.709 0.096
H 1.93070 1.37210 3.91098 0.114 -1.067 0.045 0.091
```
Positions in Å, forces in eV/Å.

Properties
Total charge = 0
E_LUMO = -0.251 eV
M = 484.41 Da
Highest occupied orbital energy = -8.54 eV
Kohn-Sham gap = 8.28 eV
Electronic energy = -4218.15498 hartree



4.
Density functional theory data (wB97M-V/def2-TZVPD) for C21H26F3IrN2O5P2S as an isolated structure in a non-equilibrium geometry.

```
61
Properties=species:S:1:pos:R:3:forces:R:3:lowdin_charge:R:1
Ir 0.15272 0.32270 0.37317 -0.217 0.593 -0.929 1.112
O 2.03211 0.68092 1.19390 -0.586 -0.305 0.972 -0.301
C 3.14159 0.05207 0.91882 0.300 -0.013 -0.408 -0.360
C 4.15664 0.02101 1.89380 -0.014 0.036 -0.038 -0.006
C 5.38381 -0.53603 1.62311 0.014 -0.004 0.036 -0.074
C 5.67291 -1.08614 0.37049 -0.004 -0.008 -0.055 -0.093
C 4.69678 -1.07137 -0.59482 0.013 -0.004 0.037 -0.044
C 3.42961 -0.51769 -0.34924 0.053 0.024 0.081 -0.165
C 2.45757 -0.62064 -1.39368 -0.062 -0.012 0.179 -0.046
N 1.21900 -0.29000 -1.27474 0.070 -0.044 -0.121 -0.145
N 0.39910 -0.57384 -2.36316 0.004 0.026 -0.270 0.095
C -0.83555 -0.26168 -2.15829 0.074 0.283 -0.010 -0.437
O -1.29724 0.33822 -1.08242 -0.119 -0.617 0.463 -0.274
C -1.83448 -0.53686 -3.21910 0.087 -0.061 -0.121 -0.144
C -1.48278 -1.30067 -4.33080 -0.029 0.011 0.004 -0.024
C -2.41710 -1.56143 -5.31834 0.012 0.007 0.013 -0.077
C -3.70800 -1.06115 -5.20805 -0.008 0.001 -0.004 -0.089
C -4.06061 -0.29909 -4.10471 -0.018 -0.004 -0.014 -0.082
C -3.12830 -0.03915 -3.11155 -0.010 0.015 0.003 -0.033
H 3.93304 0.43121 2.86930 -0.039 0.010 0.000 0.117
H 6.13608 -0.55695 2.40234 0.004 0.001 -0.001 0.104
H 6.63984 -1.52578 0.17068 0.003 -0.009 0.007 0.097
H 4.88705 -1.51009 -1.56758 -0.003 -0.002 -0.010 0.112
H 2.75535 -1.05511 -2.34427 -0.023 -0.005 -0.020 0.138
H -0.47592 -1.68624 -4.40180 0.007 -0.004 0.005 0.109
H -2.13919 -2.15975 -6.17596 0.001 -0.005 -0.006 0.103
H -4.43702 -1.26775 -5.98059 -0.010 0.001 -0.005 0.101
H -5.06511 0.09331 -4.01538 -0.011 0.003 0.001 0.101
H -3.40139 0.55628 -2.25120 0.018 -0.010 0.027 0.103
C -2.93655 -0.83748 1.23103 -0.016 0.075 0.150 -0.207
P -1.66434 0.33827 1.75193 0.133 0.062 0.311 0.744
C -1.53281 0.10379 3.54171 -0.024 0.081 0.013 -0.216
C -2.44608 1.98699 1.53132 0.005 -0.105 -0.091 -0.369
C -1.33248 3.01802 1.66086 0.041 -0.128 0.080 -0.365
P 0.04092 2.52015 0.55307 0.002 -0.038 -0.495 0.739
C 1.45559 3.41121 1.22527 0.029 -0.090 -0.049 -0.216
C -0.30632 3.27316 -1.05973 -0.022 0.208 0.180 -0.210
H -3.16736 -0.68062 0.18006 0.042 -0.013 -0.026 0.039
H -3.83013 -0.68241 1.84064 0.016 -0.024 -0.017 0.060
H -2.56232 -1.84914 1.36929 0.027 -0.021 -0.020 0.044
H -2.47026 0.39157 4.02184 0.015 -0.009 0.013 0.056
H -0.70564 0.69267 3.93566 -0.004 0.000 0.012 0.054
H -1.31359 -0.94197 3.74619 0.046 -0.010 -0.043 0.040
H -3.26488 2.14661 2.23377 0.031 0.011 0.041 0.093
H -2.85852 1.99738 0.51887 -0.046 -0.022 -0.001 0.082
H -0.92371 2.98734 2.67564 0.020 0.098 -0.002 0.087
H -1.64754 4.04274 1.45817 -0.021 -0.007 -0.056 0.095
H 1.14439 4.43817 1.42521 0.036 0.012 -0.008 0.060
H 2.28569 3.39995 0.52186 -0.003 -0.019 -0.022 0.062
H 1.78417 2.91768 2.13720 -0.016 0.026 0.023 0.053
H -0.41633 4.35576 -0.96599 0.008 -0.026 -0.017 0.055
H -1.21430 2.83942 -1.47360 -0.014 -0.036 -0.006 0.042
H 0.52057 3.05063 -1.73378 0.010 -0.041 0.001 0.059
F 1.27832 -4.17530 3.53614 -0.020 0.023 -0.025 0.142
C 0.35044 -3.93834 2.61254 -0.281 -0.186 -0.418 -0.663
F -0.81401 -3.69257 3.24040 0.014 -0.001 -0.012 0.110
F 0.19151 -5.04533 1.87900 0.007 0.043 0.034 0.131
S 0.84129 -2.48622 1.59231 0.238 0.207 0.443 0.468
O 2.09375 -2.85597 0.99864 -0.091 -0.127 0.029 -0.254
O 0.85620 -1.46607 2.61867 0.199 -0.123 0.252 -0.344
O -0.24620 -2.23841 0.62588 0.131 0.278 -0.087 -0.369
```
Positions in Å, forces in eV/Å.

Properties
Total charge = 0
Relative energy (zero: lowest compared OMol25 entry of this formula, charge and spin) = 18.7 kcal/mol
E_LUMO = -0.110 eV
M = 729.67 Da
Highest occupied orbital energy = -7.54 eV
Kohn-Sham gap = 7.43 eV
Electronic energy = -2786.46201 hartree



- Look up the highest occupied orbital energy of the second one.
  -4.35 eV



- Look up the highest occupied orbital energy of the fourth one.
  -7.54 eV



- Among the records above, which one has the highest E_LUMO?
  C21H26BN6PdSi



- The lowest highest occupied orbital energy belongs to which entry?
  C21H26BBrF9NO9